(1)
{
  "formula": "C2H2Cl4O",
  "method": "ωB97M-V/def2-TZVPD",
  "symbols": ["C", "C", "O", "Cl", "Cl", "Cl", "Cl", "H", "H"],
  "positions_angstrom": [[0.540304, 0.985269, -0.210650], [-0.078600, -1.348709, 0.361384], [-0.380025, 1.385196, -1.172369], [0.241079, 1.567447, 1.360899], [-1.709752, -1.180643, -0.238253], [0.995462, -2.361586, -0.633791], [0.067215, -1.704175, 1.980401], [1.466602, 0.760454, -0.628140], [-1.142285, 1.896747, -0.819480]],
  "forces_ev_per_angstrom": [[-4.40, -1.22, -0.16], [0.77, 2.04, -2.61], [1.11, -0.17, 1.14], [0.58, 0.43, -0.01], [0.13, -0.46, 0.12], [-0.55, 0.29, 0.11], [-0.04, -0.09, 1.45], [1.61, -0.13, -0.17], [0.79, -0.69, 0.13]],
  "gap_ev": [8.30, 7.76],
  "de_lowest_kcal_mol": 51.81,
  "homo_ev": [-8.26, -8.09],
  "lumo_ev": [0.05, -0.33]
}


(2)
{
  "formula": "C2H2ClF2I",
  "method": "ωB97M-V/def2-TZVPD",
  "symbols": ["C", "C", "F", "F", "Cl", "I", "H", "H"],
  "positions_angstrom": [[0.347261, -0.741444, -1.019278], [2.307936, 0.597136, 0.138923], [-0.625654, 0.058383, -0.548092], [1.807836, 0.626138, 1.373109], [2.187621, 2.134158, -0.665634], [4.099347, -0.550520, 0.002038], [0.758570, -0.398936, -2.064097], [0.694324, -1.431646, -0.339174]],
  "forces_ev_per_angstrom": [[0.63, 3.52, -2.75], [-0.61, -0.62, -0.65], [0.15, -0.40, -0.25], [0.21, 0.18, -0.11], [0.28, -0.38, 0.37], [-0.43, 0.50, 0.03], [-0.89, -1.13, 2.36], [0.66, -1.66, 1.00]],
  "gap_ev": [8.44, 7.81],
  "de_lowest_kcal_mol": 91.22,
  "homo_ev": [-8.59, -8.55],
  "lumo_ev": [-0.15, -0.75]
}


(3)
{
  "formula": "C2H2ClF2NO3",
  "method": "ωB97M-V/def2-TZVPD",
  "symbols": ["C", "C", "N", "O", "O", "O", "F", "F", "Cl", "H", "H"],
  "positions_angstrom": [[-1.251428, 0.427429, 0.178211], [1.020511, 0.278161, 0.546112], [1.354042, -0.241537, -0.711657], [1.330042, 0.641979, -1.567563], [1.464260, -1.390857, -0.882986], [-1.971368, -0.593243, 0.591407], [1.361578, 1.526608, 0.827969], [1.321889, -0.427209, 1.626889], [-2.029186, -2.018304, -0.526386], [-1.083261, 0.579237, -0.828348], [-1.517081, 1.217736, 0.746355]],
  "forces_ev_per_angstrom": [[3.36, -2.59, 0.07], [-4.48, 1.05, 2.95], [0.34, 3.54, -0.99], [0.19, -0.19, -0.53], [0.44, -3.50, -0.30], [-0.63, -2.57, -0.83], [0.47, 0.26, -0.87], [0.23, -0.89, -0.54], [0.29, 1.88, 1.27], [0.21, 0.24, -2.17], [-0.41, 2.78, 1.95]],
  "gap_ev": 7.71,
  "de_lowest_kcal_mol": 53.20,
  "homo_ev": -9.57,
  "lumo_ev": -1.86
}


(4)
{
  "formula": "C2H2ClF2P",
  "method": "ωB97M-V/def2-TZVPD",
  "symbols": ["H", "P", "C", "Cl", "C", "F", "F", "H"],
  "positions_angstrom": [[2.407789, -1.556153, -0.105498], [1.077196, -1.532000, -0.198838], [0.652335, -0.020243, 0.360718], [1.390101, 1.405185, 0.550598], [-1.091020, 0.396504, -0.170104], [-1.810946, -0.715939, -0.130086], [-1.593819, 1.179856, 0.777904], [-1.031634, 0.842787, -1.084695]],
  "forces_ev_per_angstrom": [[2.23, 0.43, 0.42], [-2.50, -0.39, 0.17], [-4.37, -1.18, -3.11], [1.70, 2.26, 0.91], [3.35, -2.69, 4.83], [-0.30, -0.63, -0.74], [-0.11, 0.98, 0.11], [-0.01, 1.23, -2.58]],
  "gap_ev": 9.04,
  "de_lowest_kcal_mol": 26.59,
  "homo_ev": -9.48,
  "lumo_ev": -0.43
}